1.
Density functional theory data (wB97M-V/def2-TZVPD) for C24H18AsF5N3O8RuS3 as an isolated structure.

Element x y z (Å)
Ru  0.422  -0.427  0.201
O  2.644  2.702  6.684
N  2.818  2.836  5.480
O  3.610  3.639  5.018
C  2.069  1.965  4.560
C  1.221  1.094  5.159
C  0.431  0.194  4.399
C  -0.530  -0.679  4.935
C  -1.278  -1.435  4.069
C  -1.049  -1.368  2.686
N  -0.095  -0.602  2.175
C  0.598  0.195  3.014
C  1.467  1.120  2.378
N  1.462  1.043  1.023
C  2.194  1.934  0.355
C  2.984  2.876  1.011
C  3.013  2.946  2.382
C  2.223  2.050  3.122
H  1.137  1.097  6.235
H  -0.684  -0.722  6.007
H  -2.052  -2.101  4.427
H  -1.643  -1.937  1.981
H  2.153  1.865  -0.720
H  3.575  3.562  0.419
H  3.625  3.680  2.876
O  -4.387  -0.676  -0.381
As  -2.934  -0.067  -1.199
O  -3.388  1.201  -2.126
O  -1.802  0.046  -0.001
C  -2.558  -1.537  -2.452
C  -2.867  -1.258  -3.781
C  -2.726  -2.221  -4.766
C  -2.281  -3.495  -4.434
C  -1.973  -3.793  -3.117
C  -2.110  -2.819  -2.134
S  -1.597  -3.242  -0.481
O  -2.726  -2.912  0.389
O  -1.264  -4.651  -0.490
O  -0.410  -2.403  -0.260
H  -4.052  -1.426  0.143
H  -3.217  -0.260  -4.015
H  -2.963  -1.976  -5.796
H  -2.167  -4.256  -5.199
H  -1.611  -4.770  -2.828
C  -1.175  3.370  -3.199
C  -0.451  2.410  -2.273
S  -0.407  2.789  -0.636
C  0.070  1.236  -2.848
C  -0.043  1.080  -4.351
S  0.763  -0.147  -2.109
H  -1.552  4.210  -2.622
H  -2.026  2.858  -3.661
H  -0.519  3.752  -3.990
H  0.358  1.947  -4.886
H  -1.095  0.980  -4.637
H  0.485  0.186  -4.679
F  2.240  -2.471  -0.635
C  2.138  -1.524  0.376
F  2.135  -2.301  1.563
C  3.585  -0.979  0.399
F  4.513  -1.953  0.283
F  3.825  -0.117  -0.602
F  3.875  -0.340  1.557

As for the total charge: -2. As for the multiplicity: 2. The energy relative to the best compared isomer or geometry (same formula, charge and spin) comes out at 32.1 kcal/mol.

Löwdin atomic charge list, values in e, 4 entries: Ru 0.952; O 0.037; N -0.337; O 0.057

***

2.
Density functional theory data (wB97M-V/def2-TZVPD) for C24H18BBrF4N3NiO2P as an isolated structure in a non-equilibrium geometry.

Element x y z (Å)
Ni  1.093  0.499  -0.964
F  0.512  -3.242  5.427
C  0.277  -2.681  4.259
C  -1.023  -2.433  3.852
F  -2.035  -2.773  4.628
C  -1.259  -1.842  2.622
F  -2.528  -1.686  2.261
C  -0.220  -1.467  1.775
P  -0.532  -0.619  0.172
C  -1.962  0.429  0.486
C  -3.032  0.533  -0.396
C  -4.052  1.430  -0.123
C  -3.989  2.241  1.001
C  -2.904  2.160  1.864
C  -1.887  1.260  1.606
C  -0.939  -2.029  -0.896
C  0.084  -2.517  -1.711
C  -0.109  -3.660  -2.469
C  -1.335  -4.308  -2.430
C  -2.364  -3.809  -1.644
C  -2.171  -2.676  -0.869
C  1.079  -1.778  2.186
Br  2.559  -1.507  1.050
C  1.328  -2.365  3.414
F  2.569  -2.640  3.789
H  -3.062  -0.077  -1.290
H  -4.900  1.500  -0.790
H  -4.787  2.944  1.202
H  -2.850  2.798  2.736
H  -1.034  1.189  2.273
H  1.036  -2.002  -1.756
H  0.692  -4.040  -3.089
H  -1.491  -5.201  -3.020
H  -3.324  -4.308  -1.636
H  -2.975  -2.297  -0.252
O  1.923  1.728  0.404
N  3.091  2.352  0.388
C  4.243  1.702  0.134
C  5.450  2.367  0.138
C  5.485  3.723  0.419
C  4.290  4.370  0.698
C  3.108  3.666  0.684
H  4.156  0.645  -0.048
H  6.351  1.807  -0.068
H  6.422  4.262  0.429
H  4.268  5.425  0.929
H  2.147  4.106  0.901
B  -2.026  1.428  -4.162
C  -1.017  1.083  -3.064
N  -0.251  0.823  -2.233
H  -1.483  1.204  -5.213
H  -2.998  0.712  -4.122
H  -2.437  2.536  -3.920
O  2.391  0.426  -3.330
N  2.419  0.608  -2.235

As for the total charge: +1. As for the multiplicity: 2. The energy relative to the best compared isomer or geometry (same formula, charge and spin) comes out at 17.2 kcal/mol.

Löwdin atomic charge list, values in e, 4 entries: Ni 0.313; F 0.170; C -0.126; C -0.127

***

3.
Density functional theory data (wB97M-V/def2-TZVPD) for C24H18BrN3O4PtS2 as an isolated structure.

Element x y z (Å)
Pt  0.109  0.714  0.176
Br  2.375  1.239  0.847
C  2.057  1.157  2.733
C  3.095  1.340  3.589
C  2.821  1.283  4.972
C  1.546  1.064  5.405
C  0.472  0.885  4.498
C  -0.851  0.683  4.947
C  -1.855  0.538  4.038
C  -1.595  0.561  2.651
C  -0.330  0.727  2.138
C  0.719  0.916  3.099
H  4.098  1.525  3.228
H  3.629  1.417  5.678
H  1.332  1.026  6.466
H  -1.048  0.655  6.012
H  -2.874  0.399  4.375
H  -2.440  0.454  1.989
O  -3.310  2.048  -0.008
S  -2.925  1.036  -0.940
O  -2.554  1.453  -2.273
N  -1.746  0.051  -0.320
C  -2.096  -1.256  -0.255
S  -1.091  -2.478  0.168
C  -3.506  -1.447  -0.701
C  -4.211  -2.637  -0.798
C  -5.515  -2.589  -1.269
C  -6.107  -1.381  -1.638
C  -5.402  -0.188  -1.547
C  -4.105  -0.260  -1.074
H  -3.733  -3.566  -0.517
H  -6.085  -3.505  -1.354
H  -7.126  -1.374  -2.000
H  -5.844  0.756  -1.836
O  -3.899  -2.630  -3.794
C  -3.537  -1.621  -4.711
N  -2.417  -0.836  -4.255
C  -1.204  -0.820  -4.872
O  -0.937  -1.364  -5.924
C  -0.196  -0.022  -4.098
C  0.681  0.851  -4.718
C  1.473  1.663  -3.922
C  1.346  1.584  -2.546
N  0.537  0.702  -1.946
C  -0.191  -0.103  -2.720
H  -4.262  -2.226  -2.997
H  -4.385  -0.960  -4.914
H  -3.235  -2.118  -5.629
H  -2.564  -0.175  -3.501
H  0.713  0.899  -5.799
H  2.155  2.383  -4.352
H  1.889  2.260  -1.901
H  -0.810  -0.825  -2.212

The energy relative to the best compared isomer or geometry (same formula, charge and spin) comes out at 2.9 kcal/mol.

Löwdin atomic charge list, values in e, 4 entries: Pt 0.827; Br 0.896; C -0.544; C -0.119